A.
DFT (ωB97M-V with the def2-TZVPD basis set) results for an isolated molecule of C5H12.

As for the structure (SMILES): CC(C)(C)C. The value obtained for the orbital gap is 11.01 eV.

Last column: Mulliken charge in e.
Geometry (Å):
1 C -0.294 1.425 -0.573  -1.60
2 C -0.124 0.034 0.092  1.71
3 C 1.126 -0.351 -0.834  -1.59
4 C 0.344 -0.016 1.560  -1.51
5 C -1.227 -1.017 -0.132  -1.50
6 H -0.764 2.073 0.141  0.43
7 H -0.912 1.389 -1.474  0.36
8 H 0.603 1.985 -0.912  0.32
9 H 2.019 0.297 -0.724  0.39
10 H 0.918 -0.407 -1.922  0.36
11 H 1.373 -1.339 -0.485  0.44
12 H 1.106 0.741 1.762  0.37
13 H -0.453 0.122 2.306  0.38
14 H 0.795 -0.999 1.772  0.35
15 H -0.808 -2.022 0.042  0.34
16 H -2.095 -0.927 0.537  0.38
17 H -1.607 -0.987 -1.157  0.36



B.
DFT (ωB97M-V with the def2-TZVPD basis set) results for a 2-piece molecular cluster, C5H12 overall.

As for the structure (SMILES): C=CC.CC. The value obtained for the orbital gap is 10.75 eV.

Last column: Mulliken charge in e.
Geometry (Å):
1 C 1.301 -1.038 -2.223  -0.70
2 C 0.560 -2.097 -1.958  0.11
3 C -0.175 -2.408 -0.675  -0.99
4 H 1.790 -0.973 -3.183  0.25
5 H 1.366 -0.236 -1.495  0.19
6 H 0.403 -2.808 -2.769  0.27
7 H -1.130 -1.888 -0.631  0.24
8 H 0.472 -2.149 0.159  0.29
9 H -0.368 -3.480 -0.638  0.33
10 C -1.200 2.280 2.000  -0.92
11 C 0.149 1.999 1.354  -0.56
12 H -1.594 1.385 2.443  0.30
13 H -1.150 3.076 2.737  0.29
14 H -1.960 2.562 1.269  0.28
15 H 0.107 1.094 0.747  0.05
16 H 0.947 1.813 2.077  0.29
17 H 0.480 2.868 0.785  0.28



The computed energies, referenced to the most stable structure and given in hartree, are A 0.0000; B 0.0172.